# 1
Formula: C5H10O
Source: OMol25
Level of theory: ωB97M-V with the def2-TZVPD basis set

Total energy   -271.73226 Eh
HOMO-LUMO gap   9.4 eV
ΔE to the lowest compared entry with this formula, charge and spin   12.8 kcal per mole
Structure (SMILES)   C/C=C(\O)CC
E_LUMO   0.89 eV

Last column: natural (NBO) charge in e.
Element x y z (Å)
C -1.8841 1.3198 1.0421  -0.64
C -1.2444 0.3924 0.0448  -0.32
C 0.0638 0.2912 -0.2139  0.33
O 1.0160 1.1292 0.3003  -0.69
C 0.6916 -0.7583 -1.0878  -0.44
C 1.7510 -1.5869 -0.3514  -0.60
H -2.7640 1.8276 0.6325  0.22
H -2.2175 0.7546 1.9218  0.22
H -1.2098 2.1007 1.4164  0.19
H -1.9078 -0.2947 -0.4733  0.21
H 0.5714 1.8919 0.6913  0.48
H 1.1636 -0.2621 -1.9454  0.21
H -0.0955 -1.4128 -1.4766  0.21
H 1.3024 -2.1898 0.4458  0.20
H 2.2569 -2.2655 -1.0465  0.21
H 2.5066 -0.9374 0.0999  0.22

# 2
Formula: C2H5N3O
Source: OMol25
Level of theory: ωB97M-V with the def2-TZVPD basis set

Total energy   -318.62768 Eh
HOMO-LUMO gap   10.0 eV
ΔE to the lowest compared entry with this formula, charge and spin   77.1 kcal per mole
Structure (SMILES)   [H]/N=C(/N)ON=C
E_LUMO   0.74 eV

Last column: natural (NBO) charge in e.
Element x y z (Å)
H -0.1341 1.6157 0.0237  0.35
N -1.1342 1.4187 0.1329  -0.73
C -1.0018 0.1510 -0.0554  0.65
N -1.8859 -0.8566 0.0393  -0.81
O 0.2395 -0.4949 -0.0186  -0.43
N 1.3538 0.3472 -0.2312  -0.12
C 2.4109 -0.2457 0.1550  -0.11
H -1.4419 -1.7165 -0.2998  0.40
H -2.8623 -0.7504 -0.0874  0.41
H 3.2213 0.2047 -0.3906  0.20
H 2.5106 -1.1910 0.7183  0.20

# 3
Formula: C29H36BN4O4SSeZn
Source: OMol25
Level of theory: ωB97M-V with the def2-TZVPD basis set

Total energy   -6250.50951 Eh
Total charge   -2
HOMO-LUMO gap (alpha / beta)   2.8 / 5.9 eV
ΔE to the lowest compared entry with this formula, charge and spin   0.0 kcal per mole
E_LUMO (alpha / beta)   4.36 / 4.36 eV
Spin multiplicity   2

Last column: Löwdin charge in e.
Element x y z (Å)
Zn 16.8179 12.9458 12.1604  0.62
O 17.3381 12.6437 14.3793  -0.22
N 18.3796 13.1884 14.9364  -0.23
C 18.2633 13.6670 16.1959  -0.05
C 19.3129 14.2112 16.8990  -0.11
C 20.5358 14.2782 16.2509  -0.14
C 20.6640 13.8398 14.9614  -0.13
C 19.5915 13.2508 14.2409  -0.70
S 19.6947 12.6746 12.6411  0.58
H 17.2603 13.5397 16.5743  0.13
H 19.1614 14.5375 17.9265  0.09
H 21.3969 14.6869 16.7803  0.09
H 21.5851 13.8758 14.4096  0.08
N 17.2702 14.9270 8.0773  0.14
C 17.1602 14.3682 9.3349  -0.53
O 16.6552 13.2659 9.4674  0.01
C 17.6980 15.1738 10.5070  -0.25
C 17.0154 14.8650 11.8219  -0.34
H 17.1151 14.3277 7.3055  0.08
H 17.7996 15.7703 7.9591  0.08
H 17.7029 16.2304 10.2569  0.09
H 18.7409 14.8507 10.6001  0.09
H 16.0633 15.4017 11.8618  -0.03
H 17.6532 15.2503 12.6249  0.02
O 15.5122 10.0145 12.7088  0.10
B 16.3992 10.8921 12.0260  -0.43
O 17.2402 10.0574 11.2340  0.09
C 16.9605 8.7703 11.5521  -0.24
C 17.6055 7.6340 11.1275  0.00
C 17.1605 6.4054 11.6487  -0.13
C 16.1051 6.3689 12.5367  -0.13
C 15.4479 7.5382 12.9543  0.00
C 15.9189 8.7327 12.4573  -0.22
H 18.4344 7.6523 10.4341  0.11
H 17.6773 5.4988 11.3561  0.08
H 15.7819 5.4196 12.9418  0.08
H 14.6201 7.4825 13.6549  0.11
C 11.0723 14.3242 6.8862  -0.13
C 11.5363 15.1210 8.0978  -0.27
C 11.0138 14.5857 9.4344  -0.20
C 11.5504 13.1881 9.7488  -0.18
N 11.3128 12.7746 11.1153  -0.05
C 12.1807 12.9644 12.1375  -0.67
Se 13.5339 14.2706 12.1448  0.60
N 11.6538 12.3089 13.2115  -0.03
C 12.4550 11.9108 14.3834  -0.13
C 12.9057 13.0419 15.3173  -0.22
C 11.8166 14.0517 15.6527  -0.27
C 10.6889 13.4780 16.5128  -0.11
C 10.3923 11.8122 12.8803  -0.18
C 9.4886 11.0131 13.6249  -0.09
C 8.3005 10.6422 12.9260  -0.19
C 8.0741 10.9899 11.6217  -0.19
C 9.0042 11.7475 10.8546  -0.08
C 10.1703 12.1329 11.5613  -0.19
H 11.4228 14.7681 5.9497  0.06
H 9.9871 14.2524 6.8790  0.07
H 11.4426 13.3014 6.9182  0.06
H 11.2081 16.1503 7.9652  0.09
H 12.6302 15.1661 8.1187  0.11
H 9.9105 14.5793 9.4266  0.11
H 11.3419 15.2548 10.2389  0.08
H 12.6365 13.1930 9.5990  0.10
H 11.1095 12.4150 9.1007  0.12
H 13.3268 11.3435 14.0178  0.12
H 11.8145 11.1836 14.9022  0.11
H 13.7407 13.5567 14.8411  0.05
H 13.3030 12.5840 16.2406  0.11
H 11.4163 14.4678 14.7316  0.09
H 12.2587 14.9052 16.1734  0.10
H 10.1434 12.7157 15.9756  0.04
H 9.9735 14.2435 16.7995  0.06
H 11.0928 13.0532 17.4463  0.07
H 9.6276 10.7597 14.6660  0.05
H 7.5456 10.0761 13.4632  0.07
H 7.1510 10.6705 11.1519  0.07
H 8.8054 11.9943 9.8336  0.05

# 4
Formula: C5H12NO
Source: OMol25
Level of theory: ωB97M-V with the def2-TZVPD basis set

Total energy   -327.34936 Eh
Total charge   +1
HOMO-LUMO gap   9.6 eV
ΔE to the lowest compared entry with this formula, charge and spin   69.2 kcal per mole
E_LUMO   -4.93 eV

Last column: natural (NBO) charge in e.
Element x y z (Å)
C -2.0989 0.0594 1.0010  -0.65
C -1.7910 -0.1628 -0.4333  -0.48
C -0.3499 0.4584 -0.6348  0.13
C -0.0994 1.3512 -1.5760  -0.30
C 0.5568 -1.6911 0.2066  0.10
N 0.6587 -0.4649 -0.0776  -0.40
H -1.6900 -0.5979 1.8630  0.21
H -1.4669 0.9167 1.1639  0.21
H -3.0252 0.4589 1.3903  0.26
H -2.0939 -1.2046 -0.7406  0.24
H -2.3290 0.5949 -1.0416  0.25
H -0.8038 1.6422 -2.2754  0.24
H 1.0433 1.4707 -1.8857  0.23
H 1.4793 -2.0656 0.6276  0.23
H -0.4052 -2.0004 0.3449  0.22
H 1.6598 -0.1465 -0.0822  0.47
H 3.6195 1.0311 1.3526  0.53
H 3.8875 -0.1722 0.2296  0.50
O 3.2481 0.5226 0.5677  -1.00

# 5
Formula: C4H14N3
Source: OMol25
Level of theory: ωB97M-V with the def2-TZVPD basis set

Total energy   -324.81949 Eh
Total charge   +1
HOMO-LUMO gap   9.2 eV
ΔE to the lowest compared entry with this formula, charge and spin   28.5 kcal per mole
Structure (SMILES)   NCCNCC[NH3+]
E_LUMO   -3.23 eV

Last column: natural (NBO) charge in e.
Element x y z (Å)
N -0.2569 -1.7200 1.9675  -0.85
C 0.9845 -1.6794 1.2134  -0.25
C 1.3142 -0.2868 0.7242  -0.23
N 0.6585 0.1541 -0.5174  -0.67
C -0.7778 -0.0518 -0.5964  -0.26
C -1.3880 1.0438 -1.5064  -0.22
N -0.5288 2.2827 -1.3262  -0.69
H -0.5917 -2.6618 2.1041  0.38
H -0.1300 -1.2718 2.8696  0.36
H 1.8022 -2.1900 1.7297  0.20
H 0.8563 -2.2906 0.3140  0.19
H 2.3882 -0.1555 0.6069  0.22
H 1.0917 0.4730 1.4785  0.19
H 1.0838 -0.3272 -1.3031  0.37
H -1.0609 -1.0314 -0.9906  0.22
H -1.2097 0.0173 0.3970  0.24
H -1.2247 0.7342 -2.5259  0.22
H -2.3911 1.3362 -1.2200  0.24
H 0.4404 1.9104 -1.3225  0.47
H -0.6237 2.6787 -0.3841  0.43
H -0.7502 2.9649 -2.0436  0.44

# 6
Formula: C3H10NO2
Source: OMol25
Level of theory: ωB97M-V with the def2-TZVPD basis set

Total energy   -325.55467 Eh
Total charge   -1
HOMO-LUMO gap   7.7 eV
ΔE to the lowest compared entry with this formula, charge and spin   0.0 kcal per mole
E_LUMO   4.42 eV

Last column: natural (NBO) charge in e.
Element x y z (Å)
C 0.0955 -0.3827 -0.9067  -0.04
O -1.1299 -0.7071 -0.4374  -0.95
C 1.0452 0.0889 0.1968  -0.07
C 1.2479 -0.9983 1.2464  -0.61
N 0.6144 1.3157 0.8795  -0.86
H 0.6135 -1.2438 -1.3838  0.09
H 0.0738 0.4604 -1.6409  0.09
H 2.0456 0.3075 -0.1922  0.14
H 0.2917 -1.1545 1.7605  0.21
H 1.9616 -0.6638 1.9944  0.18
H 1.5798 -1.9004 0.7539  0.19
H -0.2856 1.1048 1.3092  0.36
H 0.3702 1.9940 0.1567  0.34
H -2.1479 0.1744 -1.2213  0.51
H -3.5323 0.7735 -0.9242  0.44
O -2.8435 0.8316 -1.5910  -1.04